17
Properties=species:S:1:pos:R:3:mulliken_charge:R:1 method="wB97M-V/def2-TZVPD" total_charge=+1 relative_energy_kcal_mol=150.5 homo_energy_ev="-12.05 / -11.84" multiplicity=1 max_force_ha_per_bohr=0.0699
C -1.68 -1.76 -0.02 -0.359
C -1.63 0.85 0.46 -0.328
C -1.20 0.60 -0.88 -0.386
C 2.48 0.34 -0.36 -1.192
C 1.39 -0.65 -0.57 0.339
N -1.58 -0.48 -0.14 0.049
O 0.99 -1.42 0.42 -0.399
H -1.64 -2.26 -0.99 0.330
H -1.71 -2.12 1.04 0.311
H -0.97 1.25 1.23 0.190
H -2.61 1.27 0.77 0.259
H -1.54 0.72 -1.94 0.296
H 2.51 0.57 0.69 0.398
H 2.18 1.16 -0.98 0.309
H 3.46 0.11 -0.67 0.375
H 1.24 -1.05 -1.55 0.417
H 1.61 -1.36 1.28 0.390